Here is a cluster of 2 separate species, C21H22BF9N2O7S3 in total in a non-equilibrium geometry from OMol25. Energies are from ωB97M-V/def2-TZVPD.

Calculated values
HOMO level = -8.5 eV

ORCA input file:
```
! RIJCOSX wB97M-V def2-TZVPD def2/J DEFGRID3
* xyz 0 1
S -1.34 0.74 1.48
S 2.08 -3.86 2.11
S 1.26 1.01 -1.75
F 2.55 3.67 0.10
F -0.48 2.93 0.22
F 3.02 5.47 1.24
F 0.57 2.28 3.52
F 3.71 3.52 1.96
F -1.47 3.22 2.15
F 0.51 4.93 1.66
F 1.66 1.71 1.70
F 1.70 4.43 3.42
O 3.66 -0.49 -1.40
O -0.85 0.08 2.64
O -2.73 1.04 1.32
O 0.96 -3.95 3.02
O 3.42 -3.76 2.63
O -5.40 1.52 -3.54
O -7.52 -1.93 -0.82
N -5.42 -0.79 -2.76
N -0.90 -0.17 0.14
C -0.58 2.47 1.48
C 1.39 4.05 2.16
C 0.59 -1.86 1.02
C 0.41 -0.77 0.17
C 2.70 -0.96 -0.57
C -2.29 1.19 -3.59
C 6.44 0.92 0.74
C 1.45 -0.32 -0.63
C 4.98 -0.36 -0.86
C -0.46 0.85 -2.07
C -0.94 1.29 -3.30
C -1.35 0.31 -1.14
C 2.00 -5.25 1.01
C -8.52 -2.08 0.18
C 0.77 2.60 2.23
C -3.19 0.63 -2.68
C 5.01 0.48 0.40
C 2.70 4.16 1.33
C -2.69 0.19 -1.46
C 1.83 -2.47 1.06
C 2.89 -2.03 0.27
B -4.72 0.46 -3.00
H -9.51 -1.81 -0.19
H -4.76 -1.55 -2.68
H 1.74 -4.90 0.01
H -0.25 1.70 -4.02
H 6.41 1.70 1.50
H -3.35 -0.25 -0.73
H -6.28 1.22 -3.77
H 6.99 0.08 1.16
H -2.65 1.55 -4.54
H -8.55 -3.10 0.57
H 5.43 -1.34 -0.71
H 5.54 0.15 -1.64
H 2.98 -5.72 0.98
H -5.93 -0.79 -1.88
H 4.62 -0.08 1.26
H 1.22 -5.91 1.37
H -0.22 -2.21 1.64
H -7.74 -2.51 -1.55
H 6.96 1.30 -0.14
H 4.37 1.34 0.25
H -8.26 -1.41 1.00
H 3.84 -2.54 0.33
*
```